No. 1
C18H31As3MnNO4 as an isolated structure, computed with the ωB97M-V functional and the def2-TZVPD basis.

```
58
Properties=species:S:1:pos:R:3:lowdin_spin:R:1
Mn -1.209 0.940 1.099 2.10
O 0.276 2.884 4.294 0.00
C -0.325 2.154 3.427 0.01
O -0.034 2.120 2.207 0.03
C -1.452 1.309 3.902 0.00
C -2.034 1.216 5.145 0.00
C -3.171 0.406 5.262 0.00
C -3.699 -0.238 4.149 0.00
C -3.049 -0.078 2.935 0.00
N -1.947 0.647 2.853 -0.01
C -3.454 -0.571 1.559 0.01
O -4.332 -1.329 1.342 0.00
O -2.624 -0.038 0.603 0.07
H 0.979 3.444 3.912 0.00
H -1.633 1.765 5.988 0.00
H -3.656 0.304 6.224 0.00
H -4.601 -0.835 4.204 0.00
C -2.140 1.584 -2.339 0.00
As -0.625 1.612 -1.144 -0.03
C 0.022 3.427 -1.297 -0.01
C 0.687 0.574 -2.167 0.00
C 1.785 -0.144 -1.373 0.03
C 2.494 0.829 -0.417 0.01
C 1.216 -1.340 -0.593 -0.02
As 0.186 -0.986 1.039 -0.09
C 1.466 -1.118 2.475 -0.02
C -0.834 -2.610 1.210 -0.01
C 2.905 -0.621 -2.340 0.09
As 2.531 -1.784 -3.859 0.62
C 1.418 -3.313 -3.533 0.10
C 1.887 -0.832 -5.394 0.10
H -2.562 0.583 -2.381 0.00
H -1.817 1.907 -3.326 0.00
H -2.902 2.268 -1.970 0.00
H 0.292 3.618 -2.334 0.00
H 0.881 3.597 -0.653 0.00
H -0.780 4.104 -1.011 0.00
H 1.131 1.290 -2.862 0.00
H 0.100 -0.139 -2.752 0.00
H 1.795 1.244 0.317 0.00
H 2.931 1.668 -0.960 0.00
H 3.296 0.332 0.131 0.00
H 2.025 -1.987 -0.246 0.00
H 0.551 -1.939 -1.216 0.00
H 2.028 -2.039 2.338 0.00
H 0.924 -1.175 3.418 0.00
H 2.147 -0.271 2.494 0.00
H -0.148 -3.451 1.126 0.00
H -1.598 -2.666 0.439 0.00
H -1.310 -2.644 2.189 0.00
H 3.689 -1.137 -1.782 0.01
H 3.374 0.241 -2.820 0.00
H 1.715 -3.819 -2.619 0.00
H 1.531 -3.990 -4.379 0.00
H 0.384 -2.967 -3.485 0.02
H 2.438 0.097 -5.514 0.00
H 0.822 -0.645 -5.245 0.02
H 2.027 -1.459 -6.274 0.00
```

Its total energy is -242658.8305 eV. As for the spin multiplicity: 4. Its charge is +3.

No. 2
C18H31AsF5IrSi2 as an isolated structure at a distorted geometry, computed with the ωB97M-V functional and the def2-TZVPD basis.

```
58
Properties=species:S:1:pos:R:3:lowdin_spin:R:1
Ir 8.995 11.065 9.458 1.98
C 6.591 9.367 7.570 0.10
Si 8.200 8.993 8.471 0.33
C 7.912 7.458 9.685 0.09
C 9.551 8.513 7.311 0.32
C 9.299 7.705 6.127 0.04
C 10.394 7.247 5.355 0.12
C 11.725 7.503 5.783 0.23
C 11.949 8.285 6.919 0.01
C 10.891 8.914 7.574 0.22
Si 11.191 10.187 8.966 0.29
C 11.827 9.493 10.670 0.09
C 12.513 11.221 8.142 0.06
H 6.410 8.724 6.740 0.01
H 6.496 10.400 7.257 0.01
H 5.785 9.136 8.280 0.00
H 7.850 6.499 9.064 0.01
H 6.948 7.605 10.146 0.00
H 8.713 7.377 10.438 0.00
H 8.287 7.425 5.847 0.00
H 10.239 6.783 4.374 0.00
H 12.554 7.109 5.234 0.01
H 12.945 8.479 7.296 0.00
H 12.894 9.406 10.762 0.01
H 11.393 8.537 10.876 0.00
H 11.511 10.213 11.425 0.01
H 13.447 10.953 8.544 0.01
H 12.374 12.277 8.476 0.01
H 12.435 11.183 7.040 0.00
F 9.577 11.735 12.330 0.06
C 8.866 10.871 11.469 0.28
F 9.219 9.598 11.870 0.08
C 7.311 11.063 11.874 0.06
F 7.144 10.988 13.249 0.01
F 6.868 12.291 11.476 0.03
F 6.560 10.027 11.348 0.02
C 5.838 12.746 8.232 0.02
C 6.964 13.749 8.084 0.05
As 8.755 12.939 8.051 0.27
C 9.111 12.280 6.128 0.07
C 9.324 13.286 5.017 0.01
C 9.989 14.534 8.070 0.04
C 9.466 15.984 7.878 0.01
H 4.863 13.223 8.447 0.00
H 6.045 12.019 9.031 0.02
H 5.646 12.194 7.274 0.00
H 6.995 14.378 8.979 0.00
H 6.799 14.337 7.164 0.01
H 8.372 11.511 5.896 0.00
H 10.039 11.744 6.251 0.00
H 8.409 13.524 4.492 0.00
H 10.081 12.998 4.284 0.00
H 9.726 14.271 5.320 0.00
H 10.804 14.361 7.313 0.00
H 10.463 14.441 9.038 0.00
H 9.235 16.400 8.840 0.00
H 8.553 16.053 7.283 0.00
H 10.254 16.583 7.407 0.00
```

Its total energy is -112177.5736 eV. As for the spin multiplicity: 6. Its charge is +1.

No. 3
A 2-piece molecular cluster, C18H31ClF3NO8S overall at a distorted geometry, computed with the ωB97M-V functional and the def2-TZVPD basis.

```
63
Properties=species:S:1:pos:R:3:nbo_charge:R:1
C -4.004 2.308 0.685 -0.60
C -4.075 0.897 0.095 -0.39
C -2.808 0.616 -0.728 -0.24
C -3.030 0.953 -2.208 -0.62
C -2.237 -0.802 -0.481 0.31
C -1.020 -1.009 -1.388 -0.44
C 0.058 0.078 -1.383 -0.39
C 1.014 0.090 -0.174 -0.42
C 0.749 1.272 0.757 -0.65
S 1.479 1.073 2.380 2.13
O 0.492 1.468 3.330 -0.90
O 2.113 -0.187 2.546 -0.88
Cl 2.985 2.493 2.507 -0.26
C -3.321 -1.826 -0.898 -0.48
C -4.340 -2.221 0.176 -0.09
O -4.536 -3.651 0.253 -0.55
C -4.854 -4.123 1.509 0.80
C -3.847 -4.044 2.622 -0.74
O -5.944 -4.641 1.686 -0.53
O -1.941 -0.820 0.923 -0.55
C -1.175 -1.823 1.432 0.89
N -1.222 -3.068 0.832 -0.87
O -0.470 -1.596 2.405 -0.60
H -3.774 3.043 -0.077 0.20
H -4.927 2.548 1.200 0.21
H -3.233 2.302 1.449 0.21
H -4.971 0.797 -0.510 0.19
H -4.160 0.212 0.930 0.20
H -2.057 1.306 -0.360 0.21
H -3.938 1.532 -2.336 0.22
H -3.084 0.082 -2.849 0.21
H -2.219 1.554 -2.604 0.21
H -0.517 -1.949 -1.195 0.24
H -1.382 -1.095 -2.406 0.22
H -0.335 1.081 -1.519 0.20
H 0.682 -0.109 -2.252 0.22
H 1.068 -0.844 0.371 0.24
H 1.999 0.246 -0.565 0.22
H -0.297 1.530 0.835 0.26
H 1.257 2.126 0.320 0.25
H -2.803 -2.736 -1.192 0.23
H -3.871 -1.512 -1.774 0.23
H -5.299 -1.807 -0.121 0.20
H -4.138 -1.829 1.166 0.19
H -3.664 -3.006 2.889 0.24
H -2.882 -4.440 2.334 0.23
H -4.196 -4.568 3.496 0.25
H -0.681 -3.730 1.361 0.41
H -2.139 -3.413 0.592 0.40
C 8.951 3.072 -0.524 -0.64
C 8.438 1.939 -1.386 -0.08
O 7.129 1.510 -0.961 -0.47
C 6.112 2.240 -1.386 0.69
O 6.165 3.210 -2.079 -0.54
C 4.797 1.626 -0.881 0.90
F 4.876 1.294 0.407 -0.30
F 4.509 0.522 -1.586 -0.31
F 3.787 2.481 -1.032 -0.31
H 8.938 2.785 0.528 0.22
H 9.971 3.328 -0.807 0.22
H 8.329 3.959 -0.630 0.22
H 9.077 1.065 -1.285 0.20
H 8.416 2.213 -2.440 0.20
```

Its total energy is -68549.2396 eV. The SMILES is CC[C@H](C)[C@](CCCCS(=O)(=O)Cl)(CCOC(C)=O)OC(N)=O.CCOC(=O)C(F)(F)F.